15
Properties=species:S:1:pos:R:3:forces:R:3:lowdin_charge:R:1 method="wB97M-V/def2-TZVPD" gap_ev=10.152 e_tot_ev=-7829.4581 e_homo_ha=-0.33567 relative_energy_ev=2.862 spin_multiplicity=1
C 2.308 0.485 -0.144 0.16 0.01 0.03 -0.1063
O 0.903 0.485 -0.015 -0.13 0.09 0.12 -0.2184
C 0.302 -0.785 0.137 -0.23 -0.07 0.10 -0.1815
C -1.238 -0.654 0.037 0.02 -0.16 -0.04 -0.2742
C -2.182 0.435 0.464 0.08 0.09 0.26 -0.1460
N -1.673 0.374 -0.902 0.06 0.16 -0.33 0.0072
H 2.663 -0.089 -1.017 -0.26 0.03 0.15 0.0911
H 2.806 0.090 0.754 -0.15 0.01 -0.10 0.0884
H 2.609 1.528 -0.277 -0.06 -0.20 0.04 0.0900
H 0.668 -1.283 1.050 -0.29 0.18 0.01 0.1219
H 0.618 -1.431 -0.708 -0.23 0.17 0.20 0.1265
H -1.738 -1.619 -0.034 0.31 0.01 -0.42 0.1243
H -1.902 1.191 1.192 0.38 0.14 -0.36 0.0984
H -3.263 0.263 0.449 0.43 -0.43 0.44 0.0973
H -0.881 1.009 -0.985 -0.11 -0.04 -0.12 0.0813